Density functional theory data (the ωB97M-V functional and the def2-TZVPD basis) for one molecule with the formula C17H29NO5S.

Results
ΔE to the lowest compared entry with this formula, charge and spin	0.00	kcal/mol
E	-1494.3213	Eh
gap between HOMO and LUMO	9.762	eV
HOMO level	-9.3	eV
max |F|	0.015	hartree/bohr
structure (SMILES)	CC(=O)OC(=O)C[C@@H]1C[C@](CCCS)(OC[C@H](C)C(C)C)C(=O)N1

The geometry in ORCA input format:
```
! RIJCOSX wB97M-V def2-TZVPD def2/J DEFGRID3
* xyz 0 1
C 2.77646 -2.90717 0.86313
C 1.95451 -3.52177 -0.21591
O 2.00018 -4.65967 -0.55682
O 0.99934 -2.65034 -0.76624
C 1.35963 -2.04288 -1.92320
O 2.44575 -2.18252 -2.42786
C 0.29114 -1.12419 -2.44534
C 0.84869 0.30208 -2.48065
C 1.55814 0.79599 -1.20156
C 0.51417 1.65627 -0.51248
C 1.00483 2.59887 0.57928
C 2.20375 2.10792 1.40744
C 3.55251 2.61252 0.91251
S 4.94277 1.95515 1.88242
O -0.46094 0.72909 -0.04015
C -1.73827 1.25244 0.26863
C -2.53337 0.23115 1.09922
C -1.60614 -0.44651 2.11180
C -3.31950 -0.74584 0.17258
C -3.01602 -2.23193 0.39190
C -4.83657 -0.52730 0.31294
C -0.05289 2.32886 -1.78264
O -0.25678 3.50258 -1.95983
N -0.20256 1.30828 -2.75872
H 3.12219 -1.90655 0.60610
H 3.63113 -3.55778 1.03611
H 2.18832 -2.83180 1.78065
H 0.01581 -1.46905 -3.44229
H -0.58076 -1.16862 -1.79121
H 1.54152 0.35461 -3.32249
H 2.02171 0.04955 -0.56300
H 2.34929 1.47040 -1.54315
H 1.22170 3.56896 0.12421
H 0.18684 2.76698 1.28064
H 2.07812 2.47116 2.43140
H 2.20306 1.01643 1.48148
H 3.70966 2.37374 -0.13836
H 3.59277 3.69645 1.02211
H 4.27591 0.98743 2.51765
H -1.66996 2.20210 0.80850
H -2.28328 1.46382 -0.66206
H -3.25221 0.81047 1.68436
H -2.17446 -0.98706 2.86935
H -1.01470 0.31198 2.63249
H -0.90232 -1.13004 1.63953
H -3.06004 -0.53317 -0.86975
H -3.61067 -2.81864 -0.31271
H -3.25173 -2.54732 1.40798
H -1.96794 -2.45561 0.17863
H -5.35593 -0.87654 -0.58175
H -5.08524 0.52968 0.42917
H -5.21452 -1.07603 1.17784
H -1.14310 0.94336 -2.81190
*
```

Density functional theory data (the ωB97M-V functional and the def2-TZVPD basis) for C14H18N4O3S as an isolated structure.

Results
ΔE to the lowest compared entry with this formula, charge and spin	335.19	kcal/mol
E	-1386.6930	Eh
gap between HOMO and LUMO	8.628	eV
HOMO level	-8.1	eV
max |F|	0.294	hartree/bohr

The geometry in ORCA input format:
```
! RIJCOSX wB97M-V def2-TZVPD def2/J DEFGRID3
* xyz 0 1
C 0.65493 2.27025 -1.00157
H 0.27168 3.08557 -1.58453
H 1.78721 2.05942 -1.33545
H 0.23872 1.36833 -1.33616
O 0.76666 2.48707 0.28661
C 1.23884 3.48802 1.03055
O 1.78998 4.38175 0.47626
C 1.24258 3.32795 2.53688
H 2.12528 2.91027 3.00690
H 0.97715 4.38302 2.84828
S -0.29243 2.21701 3.24430
C 0.54577 0.74822 2.88717
N 1.81161 0.65361 2.57229
N 1.78856 -0.84725 2.46348
C 0.77107 -1.29721 2.29133
N -0.41296 -0.24826 2.58742
C -1.79416 -0.32166 2.37404
H -2.23660 0.60867 2.71408
H -2.05489 -1.31681 3.19353
H -2.16838 -0.77274 1.56300
C 0.48772 -2.69143 1.91298
N 0.70679 -2.90438 0.70413
C 0.12744 -2.30350 -0.42167
C 0.76834 -1.56960 -1.38516
C 0.53471 -1.12601 -2.50601
C -1.09297 -0.96860 -2.69125
C -1.82236 -1.40012 -1.75943
C -1.19246 -2.36101 -0.55239
H -1.89922 -2.63418 0.18551
H -2.97985 -1.50293 -1.76296
O -1.75541 -0.38001 -3.57054
C -0.96308 0.37823 -4.66385
H -1.88355 0.72632 -5.31243
H -0.44227 -0.23243 -5.26679
H -0.45862 1.24959 -4.28365
H 0.86777 -0.65760 -3.22028
H 2.16067 -1.65262 -1.49539
H 1.57872 -2.77254 0.52887
H -0.68484 -2.96925 2.02562
H 0.89187 -3.41317 2.71625
*
```

Density functional theory data (the ωB97M-V functional and the def2-TZVPD basis) for a 2-piece molecular cluster, CH7N2P overall.

Results
⟨S²⟩	2.01
ΔE to the lowest compared entry with this formula, charge and spin	0.00	kcal/mol
E	-493.0172	Eh
gap between HOMO and LUMO (spin up / spin down)	7.143 / 7.989	eV
HOMO level (spin up / spin down)	-6.2 / -9.2	eV
max |F|	0.071	hartree/bohr

The geometry in ORCA input format:
```
! RIJCOSX wB97M-V def2-TZVPD def2/J DEFGRID3
* xyz 0 3
C -0.75349 -1.25652 0.04207
N -0.64811 2.16492 -0.20146
N 1.67877 -0.20382 0.46146
P 0.15329 -0.14200 1.18750
H -0.95838 -2.28470 0.51982
H -0.35580 -1.44845 -0.96338
H -1.77990 -0.87875 0.10006
H 0.09664 2.22174 -0.92734
H -1.41352 1.68706 -0.65197
H 2.48998 0.30514 0.90698
H 1.49052 -0.16462 -0.47374
*
```

Density functional theory data (the ωB97M-V functional and the def2-TZVPD basis) for an isolated ion of composition C4H8N and charge +1.

Results
ΔE to the lowest compared entry with this formula, charge and spin	40.35	kcal/mol
E	-211.6068	Eh
gap between HOMO and LUMO	9.391	eV
HOMO level	-14.7	eV
max |F|	0.126	hartree/bohr
structure (SMILES)	C=C/C=[NH+]\C

The geometry in ORCA input format:
```
! RIJCOSX wB97M-V def2-TZVPD def2/J DEFGRID3
* xyz 1 1
C 1.06877 -0.27083 -0.41183
C -0.22003 -1.22253 -0.28687
C 2.44805 -0.01590 -0.11931
C -1.58657 0.72920 0.49618
N -1.30509 -0.62027 0.06114
H 3.02883 -0.76034 0.50937
H 0.72691 0.61109 -1.10421
H -0.31456 -2.32941 -0.32124
H 2.89168 0.81439 -0.59023
H -2.56624 0.96586 0.72933
H -0.96973 0.94748 1.33327
H -1.11042 1.48280 -0.29714
H -2.18736 -1.19586 0.11857
*
```

Density functional theory data (the ωB97M-V functional and the def2-TZVPD basis) for one molecule with the formula CH5N3O.

Results
ΔE to the lowest compared entry with this formula, charge and spin	53.11	kcal/mol
E	-280.5199	Eh
gap between HOMO and LUMO	9.602	eV
HOMO level	-9.1	eV
max |F|	0.102	hartree/bohr
structure (SMILES)	[H]/N=C(\N)NO

The geometry in ORCA input format:
```
! RIJCOSX wB97M-V def2-TZVPD def2/J DEFGRID3
* xyz 0 1
C 0.18556 0.15725 -0.16031
H 2.09897 -0.23217 0.76466
H 1.40651 -1.55782 -0.06705
H 0.73701 2.14212 -0.15944
H -0.93244 -1.58777 0.26153
H -1.86082 0.87608 0.17603
N 1.49492 -0.47343 -0.24931
N -0.02669 1.43793 -0.17677
N -0.94061 -0.69261 -0.29921
O -2.16242 -0.06959 -0.09014
*
```

Density functional theory data (the ωB97M-V functional and the def2-TZVPD basis) for C18H12AuN6S as an isolated structure.

Results
⟨S²⟩	2.05
ΔE to the lowest compared entry with this formula, charge and spin	0.00	kcal/mol
E	-1555.2217	Eh
gap between HOMO and LUMO (spin up / spin down)	4.383 / 6.510	eV
HOMO level (spin up / spin down)	-9.4 / -12.2	eV
max |F|	0.048	hartree/bohr

The geometry in ORCA input format:
```
! RIJCOSX wB97M-V def2-TZVPD def2/J DEFGRID3
* xyz 1 3
Au 0.05156 -3.03640 -0.00006
C -4.29286 -3.14705 -0.00006
C -2.95248 -3.56275 -0.00006
N -1.97036 -2.63055 -0.00006
C -2.32015 -1.29859 -0.00006
C -3.68812 -0.96232 -0.00006
N -4.66749 -1.86765 -0.00006
C -1.19465 -0.36953 -0.00006
C -1.19582 1.02733 -0.00006
C 0.03236 1.74037 -0.00006
C 1.26966 1.05843 -0.00006
C 1.22309 -0.36352 -0.00006
N 0.01615 -1.00941 -0.00006
C 2.34816 -1.27296 -0.00006
C 3.71336 -0.90789 -0.00006
N 4.66556 -1.82828 -0.00006
C 4.33650 -3.12646 -0.00006
C 3.02304 -3.52703 -0.00006
N 2.05791 -2.58081 -0.00006
C -0.01866 3.22258 -0.00006
C -1.24896 3.93997 -0.00006
C -1.20273 5.32507 -0.00006
N -0.03992 5.98284 -0.00006
C 1.11322 5.34176 0.00054
C 1.16753 3.95379 0.00054
H -5.11314 -3.91751 -0.00006
H -2.61970 -4.60397 -0.00006
H -4.01261 0.09039 -0.00006
H -2.15366 1.55229 -0.00006
H 2.20780 1.58112 -0.00006
H 4.01945 0.12217 -0.00006
H 5.16229 -3.82868 -0.00006
H 2.61160 -4.54307 -0.00006
H -2.21351 3.41348 -0.00006
H -2.10043 5.94358 -0.00006
H 1.99764 5.93987 0.00054
H 2.11445 3.44966 0.00054
S -0.12606 -5.30028 -0.00006
*
```